No. 1
C41H60BGeN11SSeTi as an isolated structure. Source: OMol25; level of theory: ωB97M-V/def2-TZVPD.

Positions of all 117 atoms, in Å:
Se 1.78348 -1.35220 -1.52774
Ge 5.06387 1.25932 -3.20898
Ti -0.18783 -0.64042 0.03923
S -0.91449 -3.09560 -0.67625
N -1.47261 0.33317 -1.13323
N -1.63051 -3.58900 2.52749
N 1.39235 -1.51916 1.60068
N 1.97389 -0.87013 2.62262
N 1.84775 1.40128 1.66225
N 2.19213 2.42185 4.41139
N -0.87001 0.41064 1.91664
N -1.09122 -2.14678 0.75566
N -0.06853 0.54629 2.99276
N 2.02604 1.10003 4.20891
N 1.45110 0.96813 0.43688
C -0.80669 0.75018 4.10156
C -0.07587 1.68132 -4.46728
C -1.53534 -2.35882 1.99289
C -2.00361 3.76091 -3.79155
C 2.78875 2.35332 1.53730
C -3.51725 1.41082 -0.26128
C 2.92669 -2.85909 2.51867
C 3.01072 2.56689 0.19875
C -4.77015 -1.05340 -0.07753
C -2.13448 0.71782 3.74466
C 2.38387 1.33598 6.37774
C -0.29616 0.75271 -3.27306
C -2.15338 -3.62036 3.90726
C -1.15946 -4.87861 2.01779
C 2.41794 2.57159 5.70463
C 1.94221 -2.72189 1.52995
C -0.67924 3.63051 -3.03750
C 5.71041 0.75437 -1.41897
C -5.43570 -2.39840 0.06096
C -5.43016 0.10057 0.32999
C -0.87131 2.70393 -1.83086
C -2.17588 -5.03055 4.48013
C -0.78842 -5.66416 4.41392
C 6.62414 1.14008 -4.44688
C -2.11600 0.47536 2.37235
C -5.54219 2.59096 0.64676
C -1.38252 1.82995 -5.24503
C 2.92262 -1.65006 3.18061
C -1.32936 1.29804 -2.27543
C 1.06988 -2.34534 -3.06585
C 3.67681 0.07198 -3.80523
C -2.81764 0.26364 -0.67782
C -2.44187 2.38275 -4.29214
C -2.63370 1.44332 -3.09525
C 2.15852 1.66634 -0.44696
C -3.48861 -0.95837 -0.60515
C 0.38579 3.05020 -3.96997
C 4.42267 3.13289 -3.26489
C -4.81478 1.34174 0.21991
C -0.18002 -5.51287 3.00115
C 2.12002 0.42447 5.38358
B 1.46189 0.56063 2.88627
H -3.39959 2.47559 -4.81501
H -6.20329 2.39481 1.49276
H 2.60041 3.55794 6.10505
H 1.58613 -2.01502 -3.96839
H -2.76947 4.17906 -3.12888
H -3.45373 1.83503 -2.48888
H 1.95309 -0.63895 5.43219
H -1.52384 -2.97673 4.52871
H 4.88290 0.61796 -0.72148
H 6.35669 1.45659 -5.45659
H 7.44368 1.77274 -4.09478
H -2.99226 0.83144 4.38487
H 3.65976 3.32537 -2.50764
H -0.14218 -5.17696 5.14936
H 5.24982 3.82801 -3.10034
H -1.59408 3.15169 -1.14927
H -1.69840 0.85763 -5.63681
H -2.89498 -5.64356 3.93121
H -2.98043 -1.84949 -0.94906
H 0.06118 2.61506 -1.27459
H -4.83870 3.37248 0.94088
H -6.43295 0.03361 0.74573
H -0.64613 -0.22112 -3.62451
H 0.55306 3.72485 -4.81893
H 0.69107 1.24444 -5.11574
H -0.36081 4.61626 -2.68356
H -5.71076 -2.59010 1.10115
H -0.68001 -4.72025 1.05949
H 1.34034 2.95577 -3.43754
H 3.21535 2.80657 2.41465
H 2.52535 1.13570 7.42686
H -0.33977 0.93112 5.05459
H -2.01631 -5.54080 1.84204
H -6.15742 2.98638 -0.16637
H -2.94066 0.44822 -3.43694
H 6.37670 1.52767 -1.02673
H -0.84834 -6.71665 4.70363
H -1.24867 2.50322 -6.10010
H 1.61755 -3.40006 0.75532
H 6.98678 0.11063 -4.49839
H -6.34921 -2.45723 -0.53717
H 2.04745 1.46933 -1.49869
H 0.64627 0.56942 -2.77206
H -1.89360 4.44921 -4.63759
H 3.70520 3.26430 -0.23911
H -3.02313 2.37206 -0.26808
H 3.88480 -0.98389 -3.94511
H -3.15396 -3.18778 3.91535
H 0.70938 -4.88079 3.04055
H -2.94764 0.30433 1.72274
H 2.76045 0.40586 -4.28045
H 3.53957 -1.29546 3.98832
H 0.00415 -2.17526 -3.16571
H -2.53304 -4.98628 5.51159
H 6.27102 -0.18093 -1.47934
H -4.75865 -3.19170 -0.25894
H 3.98531 3.35498 -4.24108
H 1.23498 -3.41003 -2.92465
H 0.13835 -6.48049 2.60618
H 3.56670 -3.70458 2.70869

Values from the calculation:
Total charge: -1
⟨S²⟩: 0.756
LUMO (alpha / beta), eV: 2.57 / 2.31
Calculated total energy, hartree: -7951.6573
Spin multiplicity: 2


No. 2
C33H26BClF2N9O3W as an isolated structure. Source: OMol25; level of theory: ωB97M-V/def2-TZVPD.

Positions of all 76 atoms, in Å:
W 1.04302 0.13925 0.49408
Cl -5.75715 0.65027 -3.56553
F -0.08631 1.79616 3.06696
F 2.22267 1.76666 0.50682
O 0.21218 1.78303 -0.80558
O -0.31386 2.87032 1.06961
O -0.93549 3.74512 -2.31549
N 2.80548 -0.37913 1.79892
N 0.02734 -0.88204 2.07441
N 1.45428 -2.08189 -0.00024
N 2.29467 -0.01218 -1.33681
N -2.22581 -1.08650 1.18333
N -0.76522 -0.56436 -0.65149
N 1.69133 -0.94724 3.84800
N 3.38374 -1.04937 -2.93509
N 2.25143 -3.66629 -1.29103
C -4.34939 1.58635 -3.15773
C 5.21906 -0.53967 3.21282
C 4.00358 -0.15876 1.20699
C 0.50714 -1.02788 3.37266
C 2.15317 -2.33631 -1.09176
C -3.00243 -1.62265 4.04575
C -1.89376 -1.83103 6.19573
C 1.08469 -3.29384 0.52475
C -3.03404 -1.26646 -0.99924
C -0.65686 -0.49691 -2.00260
C -1.95514 -0.94962 -0.15565
C -1.34476 -1.08218 2.11567
C -4.03961 1.81132 -1.83536
C 4.01853 -0.76297 3.83236
C -0.64968 -1.56992 5.63535
C -3.53462 2.06913 -4.17377
C -0.61877 -1.33114 4.27443
C -3.05074 -1.85724 5.41409
C 2.85874 0.93421 -2.15754
C 2.62966 -1.19395 -1.82481
C -1.66738 -0.79690 -2.87582
C 3.53758 0.30193 -3.15252
C -2.38610 2.78436 -3.88029
C 1.57655 -4.28620 -0.26377
C -2.89791 -1.19968 -2.35967
C -0.20363 2.78348 -0.22576
C -0.60336 4.01916 -0.98788
C -1.75895 -1.35407 3.50441
C -2.89194 2.53089 -1.52004
C 5.20891 -0.23178 1.85411
C 2.81809 -0.68337 3.10734
C -2.07984 3.01397 -2.53444
C -1.48264 3.30743 -4.95791
B 0.13675 1.67780 1.76894
H 1.51178 -5.35700 -0.19030
H -0.47533 2.89999 -4.85325
H -1.49573 -0.70188 -3.93843
H -1.39889 4.53802 -0.44875
H -4.67696 1.42769 -1.05074
H 2.73606 1.98377 -1.96026
H 0.25395 -1.54625 6.22838
H -3.72933 -1.44027 -3.00940
H 0.50195 -3.36468 1.42649
H -1.86589 3.04310 -5.94156
H 3.79505 -1.78117 -3.48838
H -2.67181 2.70933 -0.47608
H 0.27178 4.67226 -1.00837
H -1.39001 4.39273 -4.90212
H -4.00151 -2.06575 5.88674
H -1.97199 -2.01686 7.25880
H 6.11749 -0.03278 1.30455
H 3.97484 0.12391 0.17003
H 4.10621 0.68366 -3.98145
H 0.28758 -0.14896 -2.38393
H -3.80139 1.88217 -5.20602
H 3.94133 -1.00118 4.88218
H -3.88993 -1.64280 3.42855
H 6.14613 -0.59371 3.76787
H 2.73009 -4.13528 -2.04072
H -3.95864 -1.55735 -0.52357

Values from the calculation:
Total charge: +1
LUMO, eV: -2.97
Calculated total energy, hartree: -2743.6200


No. 3
C3H12N4O15V as an isolated structure. Source: OMol25; level of theory: ωB97M-V/def2-TZVPD.

Positions of all 35 atoms, in Å:
V -0.07839 0.03069 0.06127
O 0.69812 1.27246 -3.67561
O 0.07679 -2.12635 -0.44990
O 2.08394 -0.16647 -0.17099
O -1.30526 0.90143 1.61800
O 0.23600 -4.29369 -0.42505
O 0.65962 -0.81776 2.06026
O -2.16284 -0.37281 -0.44393
O -0.08753 0.02765 -2.15876
O -0.87976 3.99004 -0.72442
O 0.15983 2.11295 -0.45549
O 1.18575 3.93643 -0.87315
O 0.36403 -0.78544 -4.06974
O -4.07261 -1.28732 -0.47620
O -2.60913 -1.80394 -1.97440
O 0.41695 -3.26533 -2.23862
N 0.28709 0.18627 -3.32629
N 0.13401 3.34592 -0.70708
N 0.27208 -3.21425 -1.00795
N -2.96589 -1.20555 -0.97134
C 0.36840 -1.92761 2.89301
C 3.13510 0.76930 -0.55049
C -2.22910 1.98658 1.47060
H 1.28769 -0.31836 2.59020
H -3.18827 1.78357 1.95223
H 2.52648 -1.01532 -0.08441
H -2.38843 2.19817 0.41613
H 0.02600 -1.62952 3.88442
H 2.80495 1.79724 -0.41334
H 3.38118 0.59750 -1.59879
H -2.04976 2.92736 1.99557
H -0.23598 -2.57422 2.25877
H 4.08741 0.59105 -0.04918
H -1.27800 0.73981 2.56416
H 1.33950 -2.39046 3.08049

Values from the calculation:
Total charge: -1
⟨S²⟩: 2.014
LUMO (alpha / beta), eV: 0.78 / 1.23
Calculated total energy, hartree: -2412.6731
Spin multiplicity: 3


No. 4
An isolated ion of composition C8H15N4 and charge +1. Source: OMol25; level of theory: ωB97M-V/def2-TZVPD.

Positions of all 27 atoms, in Å:
N -1.65452 -2.71429 -0.39458
N -1.41926 -0.56575 -0.77376
N 1.16869 -1.12379 0.88953
N 0.17547 1.95341 -0.78552
C -2.64366 -0.93812 -1.26071
C -2.76766 -2.30387 -1.05154
C 0.25095 -1.99361 0.62477
C 1.41130 0.00146 -0.08624
C 0.99092 1.41324 0.29070
C 2.16204 -1.26898 1.84919
C -0.51296 3.26503 -0.56542
C -0.85454 -1.73853 -0.14615
H -1.01084 0.37602 -0.97100
H -1.38406 3.13566 -1.29593
H -3.58683 -2.98242 -1.42718
H 1.93826 -0.51847 2.62424
H 0.99879 -0.30861 -1.05148
H -0.00467 4.21173 -0.71249
H -3.34376 -0.08298 -1.45872
H 0.57232 1.93315 -1.75786
H 2.06717 -2.17274 2.40317
H -0.70829 3.33261 0.58036
H 3.22893 -1.27678 1.67017
H 2.50008 -0.10273 -0.30725
H 0.12043 -2.78176 1.33896
H 0.40083 1.34312 1.18301
H 1.90486 1.90802 0.59174

Values from the calculation:
Total charge: +1
Structure (SMILES): CNCC/[N+](C)=C\c1ncc[nH]1
LUMO (alpha / beta), eV: -4.57 / -4.57
Calculated total energy, hartree: -532.5439


No. 5
C3H7N3O2 as an isolated structure. Source: OMol25; level of theory: ωB97M-V/def2-TZVPD.

Positions of all 15 atoms, in Å:
O 2.46305 1.58944 0.31171
O 1.81783 -0.74337 -1.13072
N -1.28472 -0.71075 0.75598
N -0.86097 0.63064 0.57954
N 1.04943 1.84096 -0.22088
C 0.35140 0.69639 0.12705
C 1.25599 -0.54051 0.18825
C -1.84723 -1.15515 -0.57096
H 0.81692 2.57748 0.70221
H -1.08638 -1.62900 -1.07539
H 1.45366 -1.41742 1.22901
H -2.62959 -1.99087 -0.50736
H -2.12617 -0.56877 1.25128
H -2.44016 -0.48044 -1.13699
H 3.06695 1.90138 -0.50272

Values from the calculation:
LUMO, eV: -0.30
Calculated total energy, hartree: -432.9784


No. 6
A 2-piece molecular cluster, CH5NO3 overall. Source: OMol25; level of theory: ωB97M-V/def2-TZVPD.

Positions of all 10 atoms, in Å:
O 0.85208 -1.76568 -1.14918
O -0.60921 1.18214 1.76109
O 1.10518 0.63418 0.39140
N -1.05668 0.26532 -0.24259
C -0.08345 0.65327 0.60235
H 1.29332 -1.14632 -0.53932
H -0.81512 -0.48023 -0.89266
H -0.19230 2.04586 1.90282
H -2.00612 0.47196 0.01231
H 1.51229 -1.86049 -1.84622

Values from the calculation:
Structure (SMILES): NC(=O)O.O
LUMO, eV: 0.66
Calculated total energy, hartree: -321.6150


No. 7
An isolated molecule of C5H8O2. Source: OMol25; level of theory: ωB97M-V/def2-TZVPD.

Positions of all 15 atoms, in Å:
O 2.13184 1.21743 -0.44383
O -0.07436 -0.91408 -1.63230
C -0.29049 -0.35181 -0.36876
C -1.68758 -0.43176 0.16809
C 0.83467 -0.53120 0.63034
C -1.11964 0.89308 -0.28316
C 1.94665 0.49145 0.50724
H -1.49374 1.29935 -1.21619
H -1.79945 -0.59403 1.23858
H 0.51005 -0.32359 -2.13078
H 0.43928 -0.51663 1.65965
H -2.44305 -0.91172 -0.44761
H -0.85738 1.65591 0.44564
H 1.27659 -1.53089 0.49272
H 2.62662 0.54849 1.38037

Values from the calculation:
Structure (SMILES): O=CCC1(O)CC1
LUMO, eV: 0.92
Calculated total energy, hartree: -345.7508


No. 8
An isolated molecule of C7H13NO3. Source: OMol25; level of theory: ωB97M-V/def2-TZVPD.

Positions of all 24 atoms, in Å:
O -0.43563 -0.36400 1.49560
O 2.53374 0.62910 -0.38107
O 2.07289 -1.73108 -0.57186
N -0.01803 -0.11532 -1.07780
C -1.77280 -1.21501 -0.13053
C -0.69939 1.00609 -0.61377
C -2.09342 0.32298 -0.40863
C 0.28778 1.57982 0.36389
C -0.16891 -0.96315 0.22583
C 1.30879 -1.10252 0.42440
C 1.56619 0.53339 0.59974
H -1.39165 -0.88977 1.87435
H 0.90619 2.41588 -0.10045
H 3.33741 1.45515 -0.13849
H 1.85623 0.63259 1.62009
H -2.38747 -1.57876 0.75626
H 2.31311 -1.20060 -1.33587
H 1.52370 -1.69920 1.35749
H -0.57004 -0.53477 -1.88048
H -1.95819 -1.97403 -0.93798
H -0.03865 1.87864 1.33920
H -2.64069 0.30423 -1.43840
H -0.73976 1.75208 -1.38996
H -2.79139 0.85829 0.34845

Values from the calculation:
Structure (SMILES): O[C@H]1C[C@@H]2CC[C@](O)(N2)[C@H]1O
LUMO, eV: 0.61
Calculated total energy, hartree: -554.7402